Below is one molecule with the formula C5H11NO2 at a distorted geometry, with properties calculated with ωB97M-V/def2-TZVPD.

## Properties
calculated total energy	-402.243866	Ha
spin multiplicity	1
Kohn-Sham gap	9.80	eV

The geometry in XYZ format:
```
19
C5H11NO2 ωB97M-V/def2-TZVPD
C 0.38337 0.15373 0.32289
C -1.14498 -1.27673 1.63872
C 1.83114 -0.35285 0.22844
N -0.46932 -1.12747 0.34731
C 0.12046 1.20797 -0.73212
C -0.70858 1.30755 -1.77080
O -1.55393 -1.16065 -0.60292
O 1.01367 2.31445 -0.45306
H -1.27519 -1.89829 -1.17689
H 1.03652 2.88977 -1.23560
H 0.25826 0.65104 1.29352
H -1.88035 -0.47942 1.80550
H -1.66341 -2.24104 1.68418
H -0.42257 -1.27256 2.46135
H 2.06016 -0.72526 -0.77666
H 2.54313 0.44489 0.46624
H 2.01621 -1.16253 0.94333
H -1.44018 0.55272 -2.02141
H -0.70439 2.17469 -2.42203
```


Below is a 9-piece molecular cluster, C9H36N18O9 overall at a distorted geometry, with properties calculated with ωB97M-V/def2-TZVPD.

## Properties
calculated total energy	-2027.512904	Ha
spin multiplicity	1
Kohn-Sham gap	8.15	eV

The geometry in XYZ format:
```
72
C9H36N18O9 ωB97M-V/def2-TZVPD
C -8.23754 -11.05679 4.87891
O -7.20153 -10.45079 4.87387
N -8.43059 -12.07001 4.19967
N -9.16128 -10.82916 5.71243
H -7.66245 -12.30606 3.58783
H -9.12713 -12.71178 4.55043
H -8.96546 -10.02557 6.29208
H -10.11109 -11.16526 5.78304
C -13.68566 -17.72679 8.99672
O -13.98333 -16.55372 8.76593
N -13.12836 -18.52729 8.12240
N -14.05198 -18.34203 10.10556
H -12.85619 -18.11816 7.24000
H -12.98582 -19.50381 8.33735
H -14.03037 -19.35159 10.12613
H -14.28487 -17.77603 10.90900
C -6.80351 -17.86389 2.16714
O -7.68196 -17.52926 2.98690
N -7.06599 -18.57981 1.14149
N -5.55543 -17.51100 2.34028
H -8.02471 -18.57233 0.82386
H -6.33293 -18.95246 0.55510
H -4.86311 -17.97923 1.77323
H -5.25938 -17.25508 3.27139
C -12.48096 -10.26408 4.98886
O -12.61914 -9.16100 4.52779
N -11.78010 -11.20852 4.41769
N -12.99193 -10.51501 6.13765
H -11.10281 -10.96427 3.70937
H -11.74201 -12.17636 4.70391
H -13.31163 -11.47306 6.14241
H -13.69085 -9.79271 6.23715
C -9.33552 -13.09699 1.43422
O -9.00045 -12.02880 0.93317
N -10.55402 -13.27351 1.86227
N -8.64842 -14.22008 1.48359
H -11.13518 -12.44804 1.89320
H -10.74156 -14.08625 2.43181
H -7.67092 -14.28855 1.23887
H -8.97884 -15.08612 1.88471
C -17.31360 -15.85630 5.51166
O -17.91963 -16.96593 5.61638
N -16.11683 -15.60880 5.88679
N -17.75323 -14.89587 4.82035
H -15.79417 -14.67576 5.67367
H -15.53719 -16.29657 6.34625
H -17.07550 -14.25484 4.43322
H -18.75267 -14.75720 4.77591
C -11.16614 -14.80251 5.18599
O -10.73064 -13.65403 4.95684
N -10.69369 -15.96954 4.65747
N -12.39632 -14.95561 5.65904
H -9.77367 -15.93961 4.24181
H -11.20353 -16.82581 4.82168
H -12.78148 -15.86997 5.47013
H -12.90610 -14.09092 5.77105
C -15.96828 -12.54936 5.18863
O -15.03433 -13.31045 5.45566
N -16.65126 -11.87506 6.04930
N -16.40899 -12.44016 4.00520
H -16.26129 -11.98256 6.97476
H -17.39456 -11.26508 5.74021
H -17.10122 -11.72414 3.83718
H -15.77285 -12.85125 3.33704
C -13.99787 -18.42607 4.34854
O -13.42585 -17.83352 5.27385
N -13.28803 -19.24481 3.55036
N -15.25144 -18.30868 4.11014
H -13.85609 -19.74018 2.87803
H -12.44195 -19.62855 3.94656
H -15.68282 -18.72965 3.29971
H -15.67861 -17.57791 4.66115
```